Entry one
The following is a DFT calculation (wB97M-V/def2-TZVPD) of a 2-piece molecular cluster, C3H10OS2 overall.

Each line ends with the Löwdin charge.
Cartesian coordinates (Å):
C  -2.630  0.079  2.107  -0.530
S  -1.883  0.356  0.478  0.403
S  -3.302  -1.070  -0.325  0.333
H  -3.601  0.422  2.080  -0.006
H  -2.480  -0.891  2.523  0.029
H  -2.098  0.768  2.712  0.011
H  -2.393  -1.563  -1.192  -0.210
C  1.984  -0.508  -1.000  -0.241
O  3.299  -0.439  -0.296  -0.130
C  1.647  0.996  -1.252  -0.095
H  1.210  -0.947  -0.401  0.076
H  2.171  -1.026  -1.982  0.119
H  3.064  -0.297  0.637  0.076
H  0.977  1.468  -0.612  0.016
H  1.441  1.142  -2.351  0.086
H  2.593  1.509  -1.128  0.063

gap between HOMO and LUMO = 8.7 eV
charge = 0
SMILES = CCO.CSS
lowest unoccupied orbital energy = 0.01 eV
HOMO energy = -8.7 eV


Entry two
The following is a DFT calculation (wB97M-V/def2-TZVPD) of a 3-piece molecular cluster, C3H10OS2 overall.

Each line ends with the Löwdin charge.
Cartesian coordinates (Å):
C  0.459  1.732  -1.216  -0.250
C  1.423  0.822  -0.452  -0.792
S  1.789  -0.670  -1.225  0.762
S  -1.452  0.787  0.948  0.681
C  -2.287  -0.483  1.862  -0.542
H  0.911  2.192  -2.078  0.068
H  0.078  2.473  -0.510  0.043
H  -0.372  1.121  -1.560  0.035
H  2.390  1.348  -0.342  0.091
H  1.066  0.714  0.607  0.049
H  -2.556  -1.366  1.292  0.027
H  -1.560  -0.794  2.624  0.043
H  -3.130  -0.059  2.397  0.023
H  0.711  -2.197  0.183  -0.032
H  -0.416  -1.147  0.403  -0.081
O  -0.252  -2.111  0.310  -0.125

gap between HOMO and LUMO = 4.1 eV
charge = 0
lowest unoccupied orbital energy = -4.08 eV
HOMO energy = -8.2 eV


Which of them is the least stable? Correct choice: entry two.


Entry one
The following is a DFT calculation (wB97M-V/def2-TZVPD) of a single C19H17N3O4S molecule.

Each line ends with the Löwdin charge.
Cartesian coordinates (Å):
C  2.070  0.802  -3.432  -0.017
C  1.615  0.816  -2.016  -0.266
C  1.075  1.826  -1.280  0.016
C  0.830  1.321  0.030  -0.132
C  1.244  -0.007  0.028  -0.196
N  1.691  -0.301  -1.217  -0.012
C  2.229  -1.566  -1.640  -0.044
C  3.728  -1.540  -1.650  -0.262
C  4.621  -0.834  -0.901  -0.014
C  5.907  -1.214  -1.362  -0.058
C  5.696  -2.121  -2.352  -0.120
O  4.379  -2.323  -2.537  0.047
H  6.368  -2.673  -2.978  0.118
H  6.850  -0.858  -1.001  0.101
H  4.394  -0.129  -0.128  0.116
H  1.875  -1.804  -2.648  0.138
H  1.868  -2.347  -0.963  0.132
C  1.185  -1.006  1.122  0.003
H  0.838  -0.513  2.024  0.073
H  2.167  -1.440  1.311  0.086
H  0.488  -1.808  0.875  0.091
C  0.213  2.000  1.145  -0.454
O  0.241  1.615  2.296  0.046
C  -0.522  3.292  0.782  -0.364
H  0.111  4.158  0.977  0.095
H  -0.861  3.290  -0.250  0.074
S  -1.977  3.483  1.858  1.030
C  -2.670  1.955  1.499  -0.667
N  -2.254  1.100  0.612  0.064
N  -3.081  0.046  0.676  0.124
C  -3.968  0.300  1.589  -0.259
C  -5.064  -0.511  2.019  -0.210
C  -6.019  -0.262  2.977  0.004
C  -6.857  -1.395  2.986  -0.053
C  -6.353  -2.241  2.042  -0.106
O  -5.272  -1.717  1.454  0.076
H  -6.667  -3.211  1.712  0.123
H  -7.714  -1.558  3.608  0.103
H  -6.097  0.617  3.583  0.117
O  -3.762  1.522  2.161  0.100
H  0.903  2.826  -1.625  0.110
H  1.462  0.125  -4.033  0.084
H  1.982  1.801  -3.849  0.083
H  3.110  0.484  -3.505  0.080

gap between HOMO and LUMO = 8.7 eV
charge = 0
SMILES = Cc1cc(C(=O)CSc2nnc(-c3ccco3)o2)c(C)n1Cc1ccco1
lowest unoccupied orbital energy = 0.71 eV
HOMO energy = -8.0 eV


Entry two
The following is a DFT calculation (wB97M-V/def2-TZVPD) of a single C19H17N3O4S molecule.

Each line ends with the Löwdin charge.
Cartesian coordinates (Å):
C  3.712  -4.837  -0.482  -0.086
H  4.017  -4.129  0.295  0.096
O  3.425  -4.183  -1.695  -0.077
C  2.414  -3.279  -1.727  -0.271
C  1.625  -2.923  -0.638  -0.006
C  0.607  -1.997  -0.784  -0.023
C  0.360  -1.401  -2.016  -0.143
C  1.172  -1.745  -3.099  -0.007
C  2.177  -2.672  -2.964  0.010
H  2.801  -2.948  -3.799  0.120
H  0.986  -1.266  -4.048  0.120
C  -0.706  -0.398  -2.270  -0.459
O  -0.670  0.370  -3.212  0.067
N  -1.761  -0.415  -1.406  0.084
H  -1.763  -1.034  -0.611  0.129
C  -2.879  0.477  -1.580  -0.076
C  -3.009  1.454  -0.467  -0.306
N  -3.281  2.712  -0.533  0.103
N  -3.302  3.196  0.724  0.058
C  -3.039  2.199  1.505  -0.685
S  -2.901  2.234  3.225  1.017
C  -1.845  0.755  3.468  -0.339
C  -0.807  0.543  2.373  -0.418
O  -0.651  -0.571  1.925  0.084
C  -0.075  1.722  1.879  -0.181
C  0.117  2.875  2.642  -0.054
C  0.744  3.972  2.085  -0.062
C  1.174  3.941  0.767  -0.061
C  1.008  2.792  0.009  -0.048
C  0.400  1.685  0.566  0.001
H  0.263  0.787  -0.017  0.098
H  1.342  2.757  -1.016  0.112
H  1.642  4.811  0.332  0.107
H  0.889  4.861  2.679  0.107
H  -0.208  2.914  3.670  0.098
H  -1.352  0.910  4.429  0.092
H  -2.477  -0.132  3.531  0.091
O  -2.852  1.045  0.822  0.060
H  -2.715  1.033  -2.508  0.134
H  -3.813  -0.096  -1.661  0.138
H  0.041  -1.733  0.097  0.082
H  1.793  -3.357  0.336  0.105
H  2.856  -5.421  -0.128  0.096
H  4.541  -5.510  -0.699  0.093

gap between HOMO and LUMO = 8.6 eV
charge = 0
SMILES = COc1ccc(C(=O)NCc2nnc(SCC(=O)c3ccccc3)o2)cc1
lowest unoccupied orbital energy = -0.17 eV
HOMO energy = -8.7 eV


Which of them is the least stable? Correct choice: entry one.


Entry one
The following is a DFT calculation (wB97M-V/def2-TZVPD) of a 2-piece molecular cluster, CH4O3S overall.

Each line ends with the Löwdin charge.
Cartesian coordinates (Å):
C  -0.187  0.458  0.852  -0.742
O  -0.473  -0.529  1.446  0.118
O  0.916  1.225  0.981  0.154
O  -1.049  0.893  -0.044  0.067
S  0.295  -1.394  -1.859  0.501
H  0.870  -1.967  -0.786  -0.192
H  1.362  1.052  1.748  0.076
H  -0.683  1.737  -0.566  0.202
H  -1.049  -1.476  -1.772  -0.183

gap between HOMO and LUMO = 10.0 eV
charge = 0
SMILES = O=C(O)O.S
lowest unoccupied orbital energy = 0.39 eV
HOMO energy = -9.6 eV


Entry two
The following is a DFT calculation (wB97M-V/def2-TZVPD) of a 2-piece molecular cluster, CH4O3S overall.

Each line ends with the Löwdin charge.
Cartesian coordinates (Å):
C  0.615  -0.480  0.018  -0.544
O  1.213  -1.168  -1.041  -0.038
O  -2.270  1.088  0.064  -0.577
O  -0.317  -1.102  0.647  -0.156
S  -2.615  -0.412  -0.188  0.849
H  0.219  0.483  -0.333  0.113
H  1.479  -0.211  0.588  0.128
H  0.956  -2.100  -1.033  0.091
H  -2.608  1.425  1.006  0.133

gap between HOMO and LUMO (alpha / beta) = 6.6 / 6.6 eV
charge = 0
lowest unoccupied orbital energy (alpha / beta) = -2.42 / -2.42 eV
HOMO energy (alpha / beta) = -9.0 / -9.0 eV


Which of them is the least stable? Correct choice: entry two.


Entry one
The following is a DFT calculation (wB97M-V/def2-TZVPD) of a 2-piece molecular cluster, CH4O3S overall.

Each line ends with the Löwdin charge.
Cartesian coordinates (Å):
C  -0.174  -0.871  -0.701  -0.547
O  -1.364  -0.476  -1.255  0.020
O  1.326  1.832  1.062  -0.542
O  -0.016  -0.752  0.586  -0.163
S  -0.249  1.620  1.334  0.855
H  0.619  -0.533  -1.308  0.106
H  -0.007  -1.936  -1.024  0.158
H  -1.945  -0.363  -0.578  0.029
H  1.811  1.479  1.884  0.084

gap between HOMO and LUMO = 6.5 eV
charge = 0
lowest unoccupied orbital energy = -2.45 eV
HOMO energy = -9.0 eV


Entry two
The following is a DFT calculation (wB97M-V/def2-TZVPD) of a single CH4O3S molecule.

Each line ends with the Löwdin charge.
Cartesian coordinates (Å):
C  0.034  0.000  0.015  -0.983
O  1.008  0.894  -0.298  -0.012
O  -0.665  0.156  1.127  0.001
O  0.814  -1.346  0.177  -0.144
S  -1.151  -0.067  -1.353  0.899
H  0.767  -2.265  0.673  0.148
H  1.700  1.027  0.437  0.170
H  -1.558  0.462  0.883  0.087
H  -0.949  1.138  -1.660  -0.165

gap between HOMO and LUMO = 10.3 eV
charge = 0
SMILES = OC(O)(O)S
lowest unoccupied orbital energy = 0.53 eV
HOMO energy = -9.8 eV


Which of them is the least stable? Correct choice: entry one.